Formula: C6H9NO2
Source: the Open Molecules 2025 dataset
Level of theory: ωB97M-V with the def2-TZVPD basis set

Structure (XYZ):
```
18
Properties=species:S:1:pos:R:3:forces:R:3:mulliken_charge:R:1
C -1.255631 2.121164 0.008851 -0.88 -0.31 0.48 -1.356
C -0.683842 0.773562 -0.403511 0.07 0.48 0.13 0.175
C 0.232859 -0.036587 0.479683 0.36 0.05 0.58 -0.222
C 1.304774 -1.045488 0.053073 -1.08 -0.29 -1.28 -0.457
C 2.704442 -0.591908 0.349312 0.85 2.49 -1.51 -0.006
O 3.378127 -0.127279 -0.612936 -1.49 -1.77 4.10 -0.495
N -1.168023 -0.368746 0.302215 -0.30 -1.87 0.12 -0.257
C -1.653392 -1.540036 -0.297576 0.09 -2.17 -0.23 0.075
O -1.390527 -2.728705 -0.021614 -0.22 3.39 -0.15 -0.522
H -2.168639 2.430142 -0.547190 0.58 -0.59 0.01 0.334
H -1.602645 2.106623 1.080809 0.82 0.06 -0.94 0.340
H -0.515430 2.873944 -0.205105 0.27 0.48 0.33 0.319
H -0.456263 0.643582 -1.437678 -0.12 -0.06 -0.82 0.502
H 0.516034 0.439448 1.399548 -0.44 0.16 0.72 0.319
H 0.998875 -2.019714 0.489763 0.48 0.46 -0.17 0.383
H 1.251451 -1.093950 -1.047159 0.03 -0.47 0.31 0.296
H 2.913500 -0.489120 1.526106 0.48 -0.23 -2.39 0.259
H -2.405672 -1.346925 -1.116587 0.51 0.19 0.71 0.314
```
Positions in Å, forces in eV/Å.

Output
2S+1: 1
SMILES: C[C@H]1[C@H](CC=O)N1C=O


Formula: C2H6N2O2S
Source: the Open Molecules 2025 dataset
Level of theory: ωB97M-V with the def2-TZVPD basis set

Structure (XYZ):
```
13
Properties=species:S:1:pos:R:3:forces:R:3:mulliken_charge:R:1
C 0.933971 1.852602 1.690171 2.90 -0.39 1.75 -0.503
C -0.350438 2.065317 1.738855 0.94 -0.23 -1.68 -0.490
N 1.033261 -1.853969 -0.869924 -0.50 1.68 1.04 -0.337
N 0.518286 -1.812145 -1.981314 0.77 -0.16 1.45 -0.042
O -1.274217 -0.703221 -0.591834 -0.32 1.04 1.15 -0.472
O -2.143238 -2.499636 -2.047182 1.37 3.82 -0.02 -0.483
S -1.595040 -1.087174 -1.930156 -1.98 -4.30 -0.85 0.709
H 1.485391 1.166605 2.395475 -0.76 0.86 -0.54 0.225
H 1.617413 2.487522 1.113649 -0.46 -0.56 -0.39 0.228
H -1.012858 1.559660 2.324167 -1.55 -1.36 1.75 0.309
H 0.560250 -1.091928 -0.211994 0.53 -1.47 -1.50 0.371
H -0.731641 2.473496 0.859533 -1.05 1.64 -0.92 0.233
H 0.958860 -2.557131 -2.489446 0.12 -0.57 -1.24 0.249
```
Positions in Å, forces in eV/Å.

Output
2S+1: 1


Formula: H4O2
Source: the Open Molecules 2025 dataset
Level of theory: ωB97M-V with the def2-TZVPD basis set

Structure (XYZ):
```
6
Properties=species:S:1:pos:R:3:forces:R:3:mulliken_charge:R:1
O -1.173682 -0.543792 0.164633 0.01 0.16 -0.24 -0.686
H -1.012983 -0.722714 -0.771358 -0.14 -0.02 0.15 0.337
H -1.992088 -0.031612 0.184338 0.12 -0.10 0.00 0.331
O 1.589280 0.758993 0.235152 -0.17 0.03 -0.15 -0.652
H 0.627864 0.630162 0.208941 0.24 -0.14 0.16 0.363
H 1.961609 -0.091038 -0.021704 -0.07 0.07 0.08 0.306
```
Positions in Å, forces in eV/Å.

Output
2S+1: 1
SMILES: O.O


Formula: C6H8BrNO
Source: the Open Molecules 2025 dataset
Level of theory: ωB97M-V with the def2-TZVPD basis set

Structure (XYZ):
```
17
Properties=species:S:1:pos:R:3:forces:R:3:mulliken_charge:R:1
C 1.705902 0.107963 0.661848 0.64 2.02 0.61 -0.992
C 0.809358 -0.441943 -0.371438 -2.81 0.89 -1.67 -0.257
O -0.260651 -1.133967 0.275769 0.23 -0.20 -0.68 -0.384
C -1.360107 -0.289140 0.449707 -1.18 2.18 0.58 -0.380
C -1.577614 0.506138 -0.934439 2.74 -2.04 2.53 -0.973
C -0.109915 0.806019 -1.324068 0.77 -2.38 3.00 0.705
Br 0.216948 0.581391 -3.145288 0.39 0.08 -1.26 -0.030
C 0.458768 2.010708 -0.763132 -0.57 1.44 -1.14 -0.057
N 0.914720 3.028807 -0.469138 -0.15 -0.57 0.24 -0.452
H 2.410254 0.921802 0.254444 -0.54 -1.72 0.51 0.324
H 2.216395 -0.740414 1.229761 -0.70 1.47 -0.60 0.305
H 0.988913 0.773470 1.256106 1.29 -1.26 0.16 0.256
H 1.200736 -1.023913 -1.190861 0.41 -0.55 0.22 0.512
H -1.123243 0.590733 1.175681 -0.49 -1.78 -0.39 0.224
H -2.287011 -0.916730 0.776850 1.81 1.28 -0.50 0.349
H -2.074271 -0.242864 -1.474795 -0.43 -0.37 -1.81 0.443
H -2.078066 1.403028 -0.805663 -1.41 1.50 0.20 0.406
```
Positions in Å, forces in eV/Å.

Output
2S+1: 1
SMILES: C[C@H]1OCC[C@@]1(Br)C#N


What are the frontier orbital gap values for these records? In order: 10.52 9.75 11.74 10.69 eV.
What are the energy relative to the best compared isomer or geometry (same formula, charge and spin) values for these records? In order: 2.541 4.148 0.071 0.567 eV.